The molecule C6H8N2O2S. Source: the OMol25 dataset; level of theory: wB97M-V/def2-TZVPD.

orbital gap = 8.46 eV
total energy = -891.41086 Ha
HOMO energy = -8.2 eV
total charge = 0

The geometry in XYZ format:
```
19
Properties=species:S:1:pos:R:3:nbo_charge:R:1
C 0.3132 0.6044 -0.0668 -0.4781
C 3.0527 0.3399 -0.2718 -0.2188
H -0.2684 1.3031 0.3891 0.2073
C -0.2451 -0.7653 0.1390 0.4057
H -4.8759 -0.5628 -0.4383 0.4117
N 3.0191 -1.1067 -0.3576 -0.4789
S -3.0175 0.2916 0.2576 1.6849
H -4.2302 -1.6693 0.7984 0.4227
H 1.7586 0.6609 1.4710 0.2124
O -3.0674 0.9110 -1.0014 -0.9053
O -1.6254 -0.8998 0.0964 -0.7392
H 1.7209 2.0736 0.5356 0.2269
H 3.2573 0.6662 -1.2406 0.2053
N -4.1889 -0.9010 0.1663 -1.0611
C 1.7754 0.9329 0.3915 -0.4326
H 0.0848 0.8555 -1.1783 0.2341
H 3.9641 0.6708 0.3429 0.2058
C 1.9093 -1.6123 -0.0419 0.4360
C 0.6634 -1.7927 0.0091 -0.3389
```